Formula: C4H8NO3
Source: the Open Molecules 2025 dataset
Level of theory: wB97M-V/def2-TZVPD

Atoms and positions in Å:
C: -2.15100 1.07169 1.99498
C: -2.30535 0.94027 0.49821
O: -1.24970 0.40317 -0.08000
O: -3.23154 1.28415 -0.18437
H: -1.36595 0.39099 2.32365
H: -3.12557 0.80328 2.41149
H: -1.85553 2.07831 2.26812
C: 1.66906 -1.36124 -1.83732
C: 2.28360 -0.93394 -0.52819
O: 2.94898 -1.67892 0.14753
N: 2.02267 0.37550 -0.16469
H: 2.10800 0.56307 0.82431
H: 1.14542 0.75232 -0.52469
H: 2.36100 -1.91422 -2.46331
H: 1.26956 -0.53567 -2.42414
H: 0.82381 -2.01767 -1.58614

2S+1: 2
Frontier orbital gap (spin up / spin down): 10.3 / 6.5 eV
HOMO (spin up / spin down): -9.84 / -9.84 eV
Electronic energy: -437.64496 a.u.